{"formula": "C27H29N3O3Se4Ti", "method": "the ωB97M-V functional and the def2-TZVPD basis", "energy_ev": -323589.029, "homo_energy_ha": 0.020, "e_above_lowest_kj_mol": 20.3, "homo_lumo_gap_ev": 3.02, "charge": -2, "e_lumo_ha": 0.131, "species": ["Ti", "C", "C", "C", "C", "C", "C", "C", "C", "N", "C", "O", "C", "C", "C", "C", "C", "N", "C", "O", "N", "C", "C", "C", "C", "C", "C", "C", "C", "H", "H", "H", "H", "H", "H", "H", "H", "H", "H", "H", "H", "H", "H", "H", "H", "H", "H", "H", "H", "H", "Se", "Se", "Se", "Se", "C", "C", "C", "O", "C", "H", "H", "H", "H", "H", "H", "H", "H"], "positions_angstrom": [[-0.731, -0.056, 1.053], [1.364, 2.481, 3.254], [2.188, 2.437, 2.000], [3.558, 2.634, 2.050], [4.322, 2.659, 0.896], [3.711, 2.509, -0.335], [2.341, 2.293, -0.422], [1.694, 2.172, -1.782], [1.590, 2.219, 0.755], [0.192, 1.925, 0.641], [-0.608, 2.971, 0.417], [-0.339, 4.168, 0.370], [-2.010, 2.530, 0.090], [-3.027, 3.403, -0.255], [-4.232, 2.869, -0.677], [-4.368, 1.493, -0.786], [-3.299, 0.707, -0.423], [-2.166, 1.217, 0.040], [-3.233, -0.780, -0.565], [-4.149, -1.399, -1.090], [-2.055, -1.238, -0.112], [-1.832, -2.631, -0.346], [-2.345, -3.608, 0.512], [-3.242, -3.234, 1.655], [-2.003, -4.935, 0.287], [-1.190, -5.298, -0.775], [-0.736, -4.326, -1.652], [-1.063, -2.990, -1.456], [-0.601, -1.942, -2.431], [2.005, 2.619, 4.122], [0.815, 1.555, 3.407], [0.639, 3.301, 3.200], [4.038, 2.722, 3.016], [5.396, 2.763, 0.964], [4.300, 2.526, -1.247], [2.321, 1.586, -2.459], [1.558, 3.159, -2.233], [0.712, 1.704, -1.722], [-2.828, 4.462, -0.193], [-5.054, 3.522, -0.944], [-5.260, 1.004, -1.151], [-2.721, -2.590, 2.364], [-3.584, -4.122, 2.186], [-4.116, -2.692, 1.287], [-2.372, -5.693, 0.969], [-0.910, -6.334, -0.919], [-0.109, -4.601, -2.492], [0.127, -2.348, -3.133], [-0.151, -1.091, -1.922], [-1.454, -1.558, -2.998], [-1.378, -0.220, 3.188], [2.657, -2.607, 4.526], [3.037, -0.660, 3.305], [4.991, -0.828, 2.036], [2.533, -2.359, -0.532], [2.317, -3.125, 0.771], [0.988, -2.621, 1.299], [0.777, -1.303, 0.616], [1.964, -1.001, -0.197], [1.997, -2.811, -1.375], [3.594, -2.272, -0.761], [3.114, -2.884, 1.472], [2.288, -4.206, 0.631], [0.996, -2.462, 2.379], [0.161, -3.250, 0.991], [2.661, -0.414, 0.410], [1.624, -0.434, -1.060]]}

{"formula": "C5H7N2O", "method": "the ωB97M-V functional and the def2-TZVPD basis", "energy_ev": -10311.051, "homo_energy_ha": [-0.543, -0.543], "e_above_lowest_kj_mol": 731.4, "homo_lumo_gap_ev": [7.46, 7.44], "charge": 1, "e_lumo_ha": [-0.269, -0.270], "species": ["C", "C", "C", "C", "C", "N", "N", "O", "H", "H", "H", "H", "H", "H", "H"], "positions_angstrom": [[2.674, 0.750, -0.031], [1.394, -0.004, 0.012], [0.140, 0.876, 0.021], [-0.942, -0.217, 0.018], [-0.234, -1.578, -0.037], [4.767, -0.411, -0.051], [1.285, -1.235, 0.118], [3.808, 0.227, 0.028], [2.531, 1.762, -0.150], [0.188, 1.593, 0.871], [0.163, 1.674, -0.776], [-1.381, -0.047, 1.012], [-1.670, -0.135, -0.752], [-0.547, -2.321, 0.706], [-0.290, -2.051, -1.106]]}

What did the second record say?
{"formula": "C5H7N2O", "method": "the ωB97M-V functional and the def2-TZVPD basis", "energy_ev": -10311.051, "homo_energy_ha": [-0.543, -0.543], "e_above_lowest_kj_mol": 731.4, "homo_lumo_gap_ev": [7.46, 7.44], "charge": 1, "e_lumo_ha": [-0.269, -0.270], "species": ["C", "C", "C", "C", "C", "N", "N", "O", "H", "H", "H", "H", "H", "H", "H"], "positions_angstrom": [[2.674, 0.750, -0.031], [1.394, -0.004, 0.012], [0.140, 0.876, 0.021], [-0.942, -0.217, 0.018], [-0.234, -1.578, -0.037], [4.767, -0.411, -0.051], [1.285, -1.235, 0.118], [3.808, 0.227, 0.028], [2.531, 1.762, -0.150], [0.188, 1.593, 0.871], [0.163, 1.674, -0.776], [-1.381, -0.047, 1.012], [-1.670, -0.135, -0.752], [-0.547, -2.321, 0.706], [-0.290, -2.051, -1.106]]}

Which value of charge does entry 2 give? +1

Among the records above, which one has the highest charge? C5H7N2O